# C21H34O21

A structure of composition C21H34O21 in a non-equilibrium geometry (ωB97M-V/def2-TZVPD, OMol25).

Properties
Relative energy (zero: lowest compared OMol25 entry of this formula, charge and spin) in kJ/mol: 2802.21
Frontier orbital gap in eV: 7.476

XYZ file:
```
76
Properties=species:S:1:pos:R:3:forces:R:3
C -0.439396 -0.724549 0.621851 3.71 0.41 -4.51
C 0.036638 -0.727483 -0.837836 -0.94 -3.29 6.84
O 0.558768 0.573686 -1.001277 1.74 -1.11 0.28
C 1.086199 0.921756 0.151197 0.91 -0.61 0.78
O 1.867672 1.818385 0.317411 -3.67 0.25 3.16
O 0.549710 0.102525 1.133494 6.74 -1.84 -0.30
H -0.434111 -1.647888 1.201081 0.72 0.68 -2.37
H -1.326770 -0.145727 0.878045 0.91 -0.53 -3.64
H -0.905987 -0.851358 -1.370956 1.19 -2.33 4.60
H 0.768582 -1.503938 -1.060271 0.02 0.06 -0.11
C -0.937403 0.134891 3.904831 0.28 -0.04 -0.09
C -1.093936 -0.652847 2.642685 0.23 -0.44 5.28
O -1.580821 -1.899957 3.152650 -0.89 1.03 1.97
C -2.246731 -1.728759 4.333701 -0.32 -1.25 1.55
O -2.900299 -2.580801 4.978620 2.33 3.18 -2.84
O -1.955644 -0.481043 4.690856 -1.01 0.96 2.51
H -0.964515 1.222864 3.844186 -1.11 -0.25 0.01
H 0.071613 -0.007503 4.291758 -0.09 -0.73 0.62
H -0.082470 -0.901827 2.321703 -1.22 0.49 2.06
H -1.784231 -0.273722 1.889112 -0.48 -0.50 3.34
C -2.003395 -3.567401 1.603272 -1.14 -3.30 -0.83
C -3.486350 -3.282049 1.742991 -0.31 0.63 1.67
O -3.603759 -1.989456 1.094047 -0.16 0.25 -1.03
C -2.590556 -1.839122 0.220612 -1.07 -0.27 -2.07
O -2.528077 -1.052965 -0.749292 -2.50 -3.26 4.81
O -1.628234 -2.749870 0.498465 -1.19 -0.39 -1.02
H -1.865131 -4.603920 1.295709 0.21 0.03 -0.15
H -1.501905 -3.334139 2.542524 0.19 -1.17 -1.53
H -3.749207 -3.158854 2.793626 0.23 0.43 0.07
H -4.257507 -3.997106 1.456486 0.41 0.04 -1.21
C 2.252034 1.770008 -3.301231 -0.30 0.18 -0.39
C 2.372611 2.079215 -1.823404 -0.58 3.13 -3.88
O 3.104742 0.986723 -1.370490 -8.53 6.92 -13.15
C 2.907109 -0.085093 -2.094352 -1.73 0.38 -6.00
O 3.141148 -1.180917 -1.716708 -0.27 -2.36 -4.87
O 2.320943 0.318091 -3.322952 0.72 -0.71 1.49
H 3.037986 2.165620 -3.944550 0.29 -0.11 0.23
H 1.320474 2.174427 -3.697139 -0.24 -0.72 -0.11
H 1.424814 2.185159 -1.295622 1.03 0.63 -1.97
H 2.934634 3.000467 -1.670061 0.22 -0.22 0.26
C -5.422401 2.296044 2.275272 -0.77 -0.60 -1.10
O -4.108460 1.826647 2.377331 3.03 -0.82 0.19
C -3.174865 2.199766 1.465461 -0.32 1.58 -1.14
O -3.397203 2.950959 0.519557 0.95 -1.78 1.89
O -1.945288 1.629082 1.802941 -2.66 1.16 -0.67
C -0.752221 1.954789 1.100325 -0.55 4.36 0.31
H -6.074868 1.460429 2.528470 0.11 0.02 0.39
H -5.587892 2.435954 1.207032 -0.42 0.95 0.20
H -5.597953 3.125908 2.959829 0.04 0.16 -0.45
H 0.078509 1.319574 1.407726 -3.09 2.50 2.09
H -0.386483 2.953695 1.338073 -0.63 0.49 0.16
H -0.737750 1.944103 0.010472 -1.41 0.03 0.16
C -1.147882 0.059243 -2.442590 -1.12 0.93 -5.93
O -1.088305 0.527892 -3.768342 -0.26 3.47 1.99
C -1.266167 -0.187783 -4.797288 0.40 -4.03 -0.20
O -1.317125 -1.410729 -4.854226 -0.48 0.86 0.15
O -1.246290 0.621243 -5.793341 -1.06 2.04 -4.57
C -1.671822 0.146336 -7.111501 0.71 -1.89 -0.17
H -1.008242 0.864792 -1.721698 -1.22 0.21 -1.35
H -0.332567 -0.624113 -2.205109 -0.42 1.66 -6.64
H -2.062468 -0.510426 -2.277980 0.36 0.59 -1.07
H -1.765506 0.855177 -7.934208 0.03 0.97 1.07
H -2.558379 -0.487797 -7.111494 -0.36 0.47 0.72
H -0.952579 -0.567524 -7.512997 0.53 0.03 0.37
C 3.521490 0.147238 0.095219 4.27 -3.75 9.53
O 4.707474 -0.596195 0.503784 1.13 -1.59 2.54
C 5.557269 -0.014259 1.356350 -1.42 0.76 -0.65
O 5.332141 1.030434 1.941235 0.58 -0.60 0.05
O 6.684885 -0.722428 1.385259 1.61 -0.64 -0.07
C 7.836057 -0.250546 2.158152 -1.55 0.65 0.22
H 2.831778 0.585963 0.816273 2.95 -1.12 1.14
H 2.973273 -0.562001 -0.524888 0.86 0.02 4.80
H 3.883718 0.864124 -0.641649 6.18 -1.05 6.90
H 8.701806 -0.907036 2.070946 -0.57 -0.32 -0.34
H 7.484047 -0.197759 3.188397 0.38 0.04 0.11
H 8.121026 0.753682 1.844434 -0.10 -0.02 -0.09
```
Forces are in eV/Å.